[1]
70
Properties=species:S:1:pos:R:3:nbo_charge:R:1 method="wB97M-V/def2-TZVPD" multiplicity=1 homo_lumo_gap_ev=2.219 e_lumo_ev=2.350 e_above_lowest_kj_mol=299.0 e_homo_ha=0.005 total_charge=-1
Cd -0.33834 0.33983 -0.24756 1.72
C -1.03224 3.34046 1.47720 -0.41
C -1.87436 2.25807 2.16341 -0.21
N -1.81785 0.96988 1.48626 -0.75
C -1.90626 -0.22872 2.30230 -0.23
C -0.54079 -0.63458 2.86220 -0.24
N 0.43873 -0.93127 1.80734 -0.34
C 1.83632 -0.62067 2.17669 -0.23
C 2.15810 0.88207 2.09899 -0.41
C 2.81985 1.34613 0.79736 -0.22
N 2.00310 1.07234 -0.37654 -0.72
C 1.93972 2.10232 -1.41714 -0.24
C 0.98443 3.22558 -1.01238 -0.23
N -0.36123 2.70112 -0.84805 -0.74
C -1.25991 3.51684 -0.03517 -0.23
H 0.02904 3.13483 1.64637 0.19
H -1.24647 4.28473 1.98750 0.20
H -2.91346 2.60651 2.23741 0.18
H -1.51574 2.13622 3.19115 0.18
H -2.46058 0.94120 0.68027 0.46
H -2.28496 -1.03420 1.66835 0.23
H -2.60405 -0.12372 3.14479 0.18
H -0.66414 -1.48407 3.54077 0.20
H -0.13607 0.19386 3.44928 0.19
H 0.05273 -2.13426 0.20442 0.43
H 2.48013 -1.18669 1.50219 0.22
H 2.05009 -0.97600 3.19095 0.18
H 2.82920 1.13765 2.92490 0.20
H 1.23806 1.45042 2.25624 0.21
H 3.80667 0.87172 0.71336 0.18
H 3.00137 2.42251 0.85853 0.19
H 2.23403 0.18220 -0.80492 0.41
H 1.54772 1.62131 -2.31952 0.25
H 2.93044 2.51701 -1.64788 0.17
H 1.03123 4.02627 -1.76117 0.19
H 1.31584 3.66270 -0.06292 0.17
H -0.81570 2.53542 -1.75721 0.45
H -2.27699 3.22891 -0.31018 0.23
H -1.14948 4.57921 -0.29159 0.17
O -2.33427 0.44104 -1.10558 -1.03
C -2.14608 0.88236 -2.38158 0.23
C -2.90297 1.93971 -2.83889 -0.31
C -2.83323 2.46174 -4.15964 -0.46
C -2.03003 1.76342 -5.05748 -0.22
C -1.25077 0.69404 -4.66415 -0.39
C -1.09482 0.31088 -3.26002 -0.23
C -0.10305 -0.58578 -2.92729 0.16
N 0.35400 -1.08468 -1.66014 -0.92
C 1.32850 -2.00646 -1.94957 -0.12
C 1.52912 -2.15082 -3.27543 -0.19
N 0.66543 -1.24963 -3.96928 -0.64
H -3.64621 2.32543 -2.14182 0.17
H -3.49484 3.25785 -4.47901 0.18
H -2.02049 2.04674 -6.10789 0.18
H -0.60729 0.22540 -5.39847 0.18
H 1.89704 -2.48538 -1.15822 0.18
H 2.26894 -2.74587 -3.78695 0.18
H 0.05212 -1.69809 -4.65408 0.34
N 0.26348 -2.17774 1.20212 -0.51
C 0.42453 -3.41324 1.79333 0.25
C 0.16713 -4.53535 0.99244 -0.27
C 0.31597 -5.80832 1.50529 -0.19
C 0.71524 -5.99982 2.82359 -0.28
C 0.97073 -4.89625 3.61740 -0.18
C 0.83372 -3.60696 3.11424 -0.34
H -0.14048 -4.38644 -0.03629 0.23
H 0.11727 -6.65884 0.86569 0.21
H 0.82913 -7.00000 3.22169 0.20
H 1.28845 -5.02477 4.64483 0.20
H 1.05552 -2.76729 3.75517 0.20



[2]
63
Properties=species:S:1:pos:R:3:nbo_charge:R:1 method="wB97M-V/def2-TZVPD" multiplicity=5 homo_lumo_gap_ev="6.895 / 3.003" e_lumo_ev="-7.543 / -13.270" e_above_lowest_kj_mol=186.7 e_homo_ha="-0.531 / -0.598" total_charge=+3
Pt -0.55436 0.91102 1.78984 1.23
O -1.28663 4.76196 2.90647 -0.47
C -1.67420 3.63254 2.58670 0.70
O -0.96491 2.57178 2.96662 -0.57
C -2.80567 3.53394 1.60683 0.09
C -3.18410 4.74443 0.87984 -0.15
C -4.07033 4.64586 -0.15279 -0.16
C -4.55960 3.38268 -0.57336 -0.17
C -4.21628 2.31663 0.23455 0.00
N -3.38744 2.42244 1.24297 -0.27
H -2.76541 5.69355 1.24264 0.29
H -4.42702 5.63408 -0.58965 0.28
H -5.12597 3.25971 -1.52320 0.27
H -4.54545 1.31856 0.14608 0.22
N -0.28999 -0.55853 0.32442 -0.89
C -0.66409 0.05190 -0.95755 -0.18
C -0.44090 -0.77837 -2.18665 -0.41
C 1.04806 -1.25076 -2.39110 -0.43
C 1.24447 -2.43317 -3.34225 -0.23
N 2.10414 -2.08370 -4.47270 -0.56
C 2.46167 -2.92123 -5.47095 0.68
N 2.31134 -4.28470 -5.40354 -0.78
N 3.13861 -2.42413 -6.52107 -0.76
C -0.04788 1.47889 -0.96644 0.74
O 0.01961 2.12225 -2.00182 -0.56
O 0.17737 1.98078 0.22233 -0.79
H 0.77796 -0.66880 0.46969 0.43
H -0.60954 -1.56093 0.40506 0.42
H -1.79320 0.14289 -0.82552 0.24
H -0.92584 -0.24214 -3.00290 0.26
H -1.09644 -1.72923 -2.17390 0.22
H 1.27743 -1.52795 -1.32924 0.21
H 1.69024 -0.43724 -2.66988 0.22
H 0.31541 -2.64931 -3.94812 0.22
H 1.64831 -3.31307 -2.83668 0.23
H 2.10075 -1.05709 -4.75753 0.42
H 1.66721 -4.80258 -4.83107 0.43
H 2.70370 -4.95502 -6.11661 0.45
H 3.44746 -1.46804 -6.48577 0.42
H 3.22484 -2.83647 -7.47332 0.45
C 5.43388 -1.39980 1.11788 -0.48
N 4.78583 -0.05543 1.24386 -0.17
C 3.44311 0.12052 0.86835 0.71
N 3.03592 1.41417 1.01489 -0.66
O 2.69244 -0.84281 0.58132 -0.60
H 6.27628 -1.28440 0.43235 0.28
H 4.73781 -2.09509 0.61987 0.28
H 5.73158 -1.74718 2.16819 0.31
H 5.45192 0.70848 1.28345 0.44
H 3.65981 2.14548 1.13596 0.42
H 2.05327 1.60114 0.87238 0.46
N -5.88583 -1.03099 4.47621 -0.17
C -4.72235 -0.81800 4.43296 0.21
C -3.32780 -0.86447 4.31450 -0.19
C -2.65296 -1.31129 5.49055 -0.03
C -1.24477 -1.06865 5.48443 -0.21
C -0.62973 -0.50480 4.38388 0.06
N -1.38756 -0.08606 3.28359 -0.53
C -2.74568 -0.19717 3.31133 0.09
H -3.12801 -1.82862 6.33436 0.28
H -0.72837 -1.31038 6.35793 0.25
H 0.47270 -0.44443 4.28374 0.23
H -3.24476 0.27631 2.48756 0.24



[3]
97
Properties=species:S:1:pos:R:3:lowdin_charge:R:1 method="wB97M-V/def2-TZVPD" multiplicity=6 homo_lumo_gap_ev="3.723 / 3.698" e_lumo_ev="1.440 / 1.434" e_above_lowest_kj_mol=259.3 e_homo_ha="-0.084 / -0.083" total_charge=-1
Dy -0.57500 0.13887 -0.61478 1.68
C 2.52473 -4.72623 4.18604 -0.10
C 3.34356 -3.61260 4.42840 -0.12
C 3.33321 -2.48091 3.68871 -0.04
C 2.37880 -2.38040 2.66736 -0.14
C 1.99497 -1.23655 1.93680 -0.27
N 1.04897 -1.66104 0.94132 0.07
C 0.55369 -2.98321 1.42611 -0.20
N -0.58836 -3.51869 1.17038 0.19
C -1.65646 -2.98861 0.59765 -0.27
C -2.88742 -3.77912 0.37532 -0.10
C -3.08601 -5.16359 0.46379 -0.02
C -4.40869 -5.60155 0.47373 -0.11
C -5.42858 -4.67580 0.59398 -0.09
C -5.19423 -3.30273 0.47464 -0.03
C -3.93143 -2.83558 0.39070 -0.13
C -3.30243 -1.52253 0.45305 -0.29
N -4.03723 -0.50420 0.93820 0.20
C -3.48923 0.69659 1.14475 -0.35
N -2.22343 1.07916 0.81765 0.01
C -2.05390 2.32993 1.39152 -0.29
N -0.88726 2.99814 1.47213 0.16
C 0.30625 2.52407 1.50559 -0.33
N 0.78990 1.30507 1.06618 0.01
C 2.03032 1.09689 1.64830 -0.31
N 2.61013 -0.06498 1.85546 0.16
C 2.49938 2.31622 2.27139 -0.09
C 3.55859 2.60898 3.09987 -0.03
C 3.59255 3.85425 3.72278 -0.11
C 2.58403 4.77692 3.59707 -0.08
C 1.49325 4.42309 2.75966 -0.04
C 1.39262 3.23824 2.18761 -0.12
C -3.27461 2.83092 1.91442 -0.13
C -3.57039 4.00270 2.61915 -0.03
C -4.86833 4.23615 3.03777 -0.10
C -5.79424 3.16642 2.87860 -0.10
C -5.43441 1.96761 2.29855 -0.06
C -4.18020 1.76090 1.79513 -0.14
N -1.91687 -1.67130 0.40395 0.02
C 1.51735 -3.45312 2.36557 -0.12
C 1.60586 -4.64320 3.13866 -0.01
H 2.51818 -5.54985 4.90973 0.09
H 3.98876 -3.62653 5.27137 0.08
H 3.98635 -1.60021 3.77607 0.12
H -2.29762 -5.88387 0.51649 0.10
H -4.54390 -6.67717 0.44361 0.09
H -6.45658 -5.02174 0.73666 0.10
H -6.01290 -2.64654 0.58084 0.10
H 4.39045 1.96093 3.26728 0.10
H 4.52406 4.02901 4.29219 0.10
H 2.59735 5.66204 4.16171 0.08
H 0.71249 5.16948 2.55798 0.12
H -2.75986 4.68645 2.80639 0.10
H -5.22713 5.12540 3.46149 0.07
H -6.83730 3.27511 3.13762 0.08
H -6.17752 1.18654 2.09883 0.11
H 0.83419 -5.34861 2.97815 0.09
F -3.76186 -2.85567 -4.21685 0.06
C -3.34556 -1.64583 -3.81047 -0.26
C -2.20839 -1.58964 -3.01690 -0.09
C -1.61630 -0.39534 -2.75321 -0.19
C -2.13396 0.82711 -3.32729 -0.13
C -3.37517 0.70147 -3.99470 -0.22
F -4.02380 1.86547 -4.27410 0.04
C -4.02568 -0.48289 -4.24588 0.06
C -1.37684 2.04910 -2.98132 -0.21
C -1.58796 3.32127 -3.61445 0.01
C -0.67487 4.35915 -3.44295 -0.05
C 0.56482 4.07258 -2.81940 -0.06
C 0.68093 2.84397 -2.20082 -0.10
N -0.36204 1.95330 -2.09396 -0.05
H -1.78434 -2.49883 -2.65602 0.10
H -4.99150 -0.58055 -4.77396 0.13
H -2.44334 3.42668 -4.29477 0.11
H -0.89793 5.33806 -3.83094 0.10
H 1.41684 4.76069 -2.92525 0.11
H 1.59335 2.42939 -1.75875 0.11
C 2.98343 -3.02219 -1.89949 0.04
O 2.51394 -2.81312 -0.50347 0.03
C 1.61027 -1.87516 -0.39449 -0.44
O 1.12850 -1.32075 -1.42520 -0.07
H 3.77097 -3.77807 -1.79739 0.10
H 3.47098 -2.06297 -2.15572 0.08
H 2.08593 -3.26218 -2.50359 0.11
C 5.48023 0.52096 -4.18058 -0.14
C 6.20018 0.12560 -2.84331 -0.14
C 5.32039 0.84512 -1.82039 -0.18
O 3.99038 0.68785 -2.35296 -0.19
C 3.97291 0.58769 -3.76793 -0.20
H 5.63555 -0.23330 -4.91534 0.09
H 5.70727 1.49388 -4.59231 0.10
H 7.25890 0.30897 -2.91429 0.10
H 6.06639 -0.94555 -2.70096 0.10
H 5.53686 1.89711 -1.84362 0.10
H 5.23243 0.55496 -0.75247 0.13
H 3.40765 1.43860 -4.17563 0.11
H 3.37197 -0.33259 -4.00844 0.12



[4]
17
Properties=species:S:1:pos:R:3:nbo_charge:R:1 method="wB97M-V/def2-TZVPD" multiplicity=1 homo_lumo_gap_ev=4.528 e_lumo_ev=-6.198 e_above_lowest_kj_mol=382.6 e_homo_ha=-0.394 total_charge=+1
C -2.16912 -0.00181 -0.29718 0.57
C -3.38522 0.22742 0.43942 -0.81
C 3.27962 0.61896 0.37296 -0.59
C 2.24187 -0.23896 0.09191 0.47
N 2.32738 -1.21908 -0.85690 -0.82
O -1.55813 0.63157 -1.20807 -0.49
O 1.07729 -0.33253 0.83821 -0.75
H -3.20337 -0.37386 1.44365 0.30
H -3.52801 1.28172 0.65925 0.30
H -4.41033 -0.04577 0.03148 0.35
H 4.11986 0.48591 -0.20043 0.21
H -1.51652 -0.87214 0.02272 0.24
H 3.20285 1.31347 1.08902 0.20
H -1.98163 1.41936 -1.57971 0.54
H 1.47293 -1.79391 -0.88020 0.38
H 2.73994 -0.92028 -1.73964 0.40
H 1.29059 -0.18007 1.77352 0.50